Computed, not measured: a 11-piece molecular cluster, C21H64O17 overall, with ωB97M-V/def2-TZVPD.

Geometry as XYZ:
```
102
Properties=species:S:1:pos:R:3:forces:R:3
C 3.415435 17.450586 -17.947430 -0.3 0.0 -0.6
O 4.203910 16.505678 -17.259902 0.2 0.2 0.2
H 3.552447 18.466491 -17.570855 0.1 -0.1 0.3
H 3.680840 17.495121 -19.012727 0.0 -0.2 0.1
H 2.354552 17.184712 -17.897827 0.0 0.2 0.1
H 3.661294 15.745476 -17.012674 0.1 0.0 -0.1
C 9.576510 16.232337 -13.017230 0.0 -0.8 -0.2
C 10.669835 15.967263 -14.030225 -0.1 0.2 0.0
O 10.538653 16.941976 -15.063939 -0.1 0.0 -0.1
O 9.539836 17.575540 -12.610044 0.0 0.2 0.2
H 9.749956 15.586035 -12.152396 0.1 0.3 0.1
H 8.616231 15.881406 -13.417129 -0.1 0.4 -0.1
H 10.532728 14.961606 -14.437614 0.1 -0.1 0.1
H 11.653586 16.056282 -13.560246 0.0 -0.1 0.0
H 11.168763 16.732401 -15.759186 0.0 0.1 0.0
H 9.839113 18.136723 -13.337372 0.1 0.0 0.0
C 8.018312 20.340441 -14.572287 0.0 0.7 0.9
C 9.379372 20.973898 -14.435166 0.1 0.2 0.0
O 10.457644 20.114358 -14.752311 0.5 -0.4 0.2
O 7.593349 20.146522 -15.882417 -0.1 -0.8 -0.8
H 7.296644 20.930568 -13.988583 0.0 0.1 -0.1
H 8.078093 19.383173 -14.050963 -0.2 -0.3 -0.3
H 9.479952 21.289771 -13.390498 0.1 -0.1 0.0
H 9.484736 21.867786 -15.058625 -0.2 0.0 0.0
H 10.194951 19.277409 -15.153962 -0.3 0.2 -0.1
H 7.285201 20.954746 -16.297276 0.1 0.2 0.3
C 5.715265 17.136881 -13.883345 -0.7 -0.8 -0.6
C 5.485519 15.972766 -12.934081 0.7 0.7 -0.8
O 4.313620 15.295773 -13.346067 -0.4 0.3 0.3
O 4.866628 18.235748 -13.614182 0.3 0.6 0.3
H 5.509907 16.773486 -14.900593 0.2 0.1 0.0
H 6.753149 17.451906 -13.861958 0.0 0.3 0.3
H 5.420048 16.408105 -11.933991 -0.1 -0.4 0.2
H 6.354813 15.316934 -13.037182 0.0 -0.1 0.4
H 4.129124 14.617926 -12.678553 0.1 -0.4 -0.2
H 3.951004 18.009025 -13.799587 0.0 -0.2 0.0
C 3.450803 22.992280 -14.022832 -0.4 0.2 0.1
C 3.652348 21.521135 -14.176562 0.3 -0.9 -0.5
O 4.035253 20.915661 -12.955439 0.1 0.2 0.0
O 4.709761 23.630802 -14.060435 0.4 0.1 -0.2
H 2.951811 23.186047 -13.067263 -0.1 -0.1 0.0
H 2.792377 23.336154 -14.832562 0.1 0.1 0.0
H 4.422270 21.318501 -14.934150 0.0 0.3 0.0
H 2.761571 21.030728 -14.593570 -0.2 0.2 0.3
H 4.752047 20.303757 -13.158485 -0.1 -0.3 0.2
H 4.674909 24.486695 -13.628057 -0.1 0.0 0.0
C 2.447098 13.431119 -15.236570 -0.5 0.6 0.4
C 2.032155 12.355275 -16.210313 0.7 -0.2 0.2
O 1.344187 12.896204 -17.313142 -0.2 0.1 -0.1
O 3.401009 14.251406 -15.891206 0.1 0.1 -0.2
H 2.852167 13.073902 -14.283305 0.1 -0.4 -0.2
H 1.559690 14.032009 -14.981728 0.0 -0.1 0.0
H 1.383726 11.621433 -15.734527 -0.1 0.1 0.0
H 2.945896 11.839640 -16.541394 -0.1 -0.1 0.0
H 1.897906 13.594978 -17.678436 0.0 0.0 0.0
H 3.800012 14.856245 -15.244729 0.0 -0.2 0.3
C 4.852778 15.158895 -9.241862 0.3 0.7 -0.5
C 4.689869 15.943006 -7.969989 -0.9 0.4 0.5
O 5.650482 15.579287 -7.005416 0.1 0.0 0.1
O 4.557219 13.786973 -9.027341 -0.2 -0.1 -0.5
H 5.883380 15.244852 -9.597083 0.1 -0.2 0.2
H 4.266581 15.618740 -10.054023 -0.3 -0.3 0.2
H 3.672440 15.804412 -7.560740 0.1 -0.3 -0.1
H 4.719426 17.025660 -8.116334 0.5 -0.2 -0.2
H 5.578230 14.623765 -6.897349 0.0 0.0 0.0
H 3.588507 13.697934 -9.099434 -0.1 -0.2 0.3
C 3.355360 10.791689 -11.421692 0.2 -0.5 -0.1
C 4.466750 11.608090 -12.041993 0.2 0.0 -0.2
O 4.330939 12.995862 -11.768458 -0.1 -0.2 0.1
H 3.566176 9.723304 -11.535834 0.0 0.1 -0.2
H 2.431418 11.007575 -11.958206 -0.2 0.0 0.3
H 3.269215 10.939886 -10.344494 -0.1 0.3 0.0
H 4.432502 11.482418 -13.125805 0.0 0.1 0.0
H 5.454649 11.250368 -11.728273 -0.1 0.1 0.1
H 4.491903 13.112234 -10.817229 0.1 0.2 0.1
C 1.119532 14.679132 -11.259027 0.1 0.1 -1.0
C 1.017966 14.633508 -9.754274 -0.1 -0.3 -0.5
O 1.739891 13.512296 -9.217950 -0.1 0.2 0.1
H 0.804152 15.629450 -11.700168 0.0 0.1 0.4
H 0.505460 13.936520 -11.781001 0.1 -0.2 0.3
H 2.150143 14.521501 -11.588060 0.0 0.0 0.1
H -0.032010 14.544156 -9.469061 0.1 0.3 0.3
H 1.482520 15.524933 -9.341199 -0.1 0.0 0.3
H 1.303169 12.712761 -9.528521 0.1 -0.1 0.0
C 6.104296 19.032508 -9.511643 0.4 0.7 -0.6
C 7.048480 18.530382 -10.583596 -0.2 -0.8 0.3
O 8.370015 18.856909 -10.213439 0.1 0.2 -0.1
H 6.246346 20.113844 -9.436155 -0.1 0.0 0.2
H 6.354453 18.570280 -8.560672 -0.2 0.0 0.1
H 5.077727 18.858449 -9.831666 -0.1 -0.1 0.2
H 6.779225 18.923059 -11.569717 0.0 0.1 0.0
H 6.932439 17.433163 -10.627557 0.1 0.1 -0.2
H 8.958977 18.532180 -10.907421 0.0 -0.1 0.0
C 9.620591 13.070296 -10.207172 -0.1 -0.7 -0.2
C 8.102760 13.108040 -10.277422 0.4 -0.2 0.0
O 7.634993 13.671884 -11.496492 0.0 0.3 0.1
H 10.046087 12.323082 -10.888152 -0.1 0.2 -0.2
H 9.939986 12.733056 -9.219223 0.0 0.4 0.1
H 10.014922 14.050960 -10.460980 0.2 0.0 0.2
H 7.780455 13.735599 -9.447707 -0.5 0.1 -0.2
H 7.671556 12.107372 -10.174599 0.0 0.0 0.3
H 8.056904 13.193967 -12.217683 -0.1 0.0 0.0
```
Forces are in eV/Å.

Results
Charge ... 0
Total energy ... -57618.839 eV
Gap between HOMO and LUMO ... 9.9177 eV
SMILES ... OCCO.OCCO.OCCO.OCCO.OCCO.OCCO.CCO.CCO.CCO.CCO.CO

Atomic partial charges in e from the Mulliken method, atoms 1 to 99:
1 C -0.6476
2 O -0.4117
3 H 0.1980
4 H 0.2640
5 H 0.3052
6 H 0.3989
7 C 0.7620
8 C -0.6386
9 O -0.4786
10 O -0.4352
11 H -0.2218
12 H -0.2566
13 H 0.3936
14 H 0.3429
15 H 0.2805
16 H 0.1474
17 C 0.6924
18 C -0.4390
19 O -0.5259
20 O -0.5636
21 H 0.1079
22 H -0.5607
23 H 0.3258
24 H 0.3408
25 H 0.2831
26 H 0.3533
27 C 0.0789
28 C 0.4952
29 O -0.2048
30 O -0.2205
31 H 0.3337
32 H -0.7022
33 H -0.1002
34 H -0.0632
35 H -0.0980
36 H 0.2010
37 C -0.4373
38 C -0.1783
39 O -0.5353
40 O -0.5027
41 H 0.2983
42 H 0.2784
43 H 0.1810
44 H 0.3062
45 H 0.2699
46 H 0.2913
47 C 0.5547
48 C -0.7136
49 O -0.5405
50 O -0.6167
51 H -0.3260
52 H 0.1945
53 H 0.3748
54 H 0.3123
55 H 0.3187
56 H 0.4042
57 C 0.8672
58 C -0.7295
59 O -0.5797
60 O -0.6767
61 H -0.2784
62 H 0.0060
63 H 0.2429
64 H 0.3287
65 H 0.3641
66 H 0.3022
67 C -1.0864
68 C -0.4284
69 O -0.0022
70 H 0.4500
71 H 0.2278
72 H 0.2083
73 H 0.4625
74 H 0.2270
75 H 0.0953
76 C -0.8785
77 C -0.3953
78 O -0.5975
79 H 0.3981
80 H 0.3930
81 H 0.2691
82 H 0.3743
83 H 0.2579
84 H 0.2785
85 C -1.5366
86 C 1.5337
87 O -0.6726
88 H 0.4446
89 H 0.3364
90 H 0.3465
91 H -0.3451
92 H -0.4328
93 H 0.4529
94 C -1.3412
95 C -0.1188
96 O -0.0905
97 H 0.3382
98 H 0.4043
99 H 0.2752

---

Computed, not measured: C21H65F9FeN9O21S2 as an isolated structure, with ωB97M-V/def2-TZVPD.

Geometry as XYZ:
```
128
Properties=species:S:1:pos:R:3:forces:R:3
Fe -1.201777 1.815139 -3.109433 1.6 -2.1 -1.2
C 3.321133 2.735319 -3.205813 -1.0 -1.5 -0.1
F 3.295863 1.424639 -2.748503 0.2 1.5 0.0
F 4.396963 3.350739 -2.778893 0.0 0.3 1.3
F 3.456113 2.694249 -4.503213 -0.7 -0.2 -0.9
S 1.679493 3.589339 -2.690413 0.4 3.9 -1.7
O 1.894343 3.929069 -1.302553 0.1 -1.0 -0.2
O 1.539463 4.764909 -3.563743 0.5 -2.4 1.1
O 0.583553 2.630889 -2.882673 0.1 -0.5 -0.1
C 0.517823 0.697029 0.775357 -1.3 -1.4 0.6
F -0.591327 0.908289 1.501197 0.5 0.6 -1.0
F 1.116083 1.826849 0.400477 -0.3 -0.6 0.4
F 1.299043 -0.037261 1.600097 0.2 0.6 -1.4
S 0.058473 -0.347621 -0.809813 1.8 -3.0 -1.0
O -0.710347 0.503679 -1.750623 -0.1 -0.6 1.2
O 1.346393 -0.720511 -1.416863 -1.1 1.3 0.8
O -0.616067 -1.603651 -0.396593 0.1 3.0 -0.1
C -0.461107 0.851099 -6.135753 -0.8 2.8 0.5
O -1.245977 2.035519 -6.419803 -0.9 -0.4 0.3
O -0.599077 0.775569 -4.727693 -0.2 -0.1 -0.2
C -0.744027 -0.409841 -7.041803 -0.4 0.7 0.8
F -1.957237 -0.856951 -7.058183 -3.0 -0.4 1.3
F -0.505657 -0.247921 -8.319073 1.4 1.6 -1.7
F 0.022623 -1.387021 -6.666373 1.7 -1.5 1.3
C -1.639677 2.422659 -7.730403 0.4 0.1 -1.3
C -0.588727 3.287339 -8.446533 -0.3 -0.6 1.1
H -0.873087 3.431669 -9.488843 0.3 0.0 0.0
H -0.638667 4.228459 -7.898913 0.5 0.2 -0.3
H 0.392543 2.834999 -8.303063 0.1 0.2 -0.5
H -2.482397 3.113229 -7.698333 -0.5 -0.5 0.7
H -1.932437 1.547309 -8.310203 0.0 0.1 0.0
H 0.526083 1.180349 -6.459983 0.7 -0.6 0.6
C -4.048297 2.934459 4.686707 0.3 0.5 -0.1
C -3.257657 4.050489 3.946137 0.2 -1.0 1.6
C -1.823747 3.602669 3.634607 1.0 0.7 0.9
O -1.075027 3.440499 4.875137 -0.7 -1.5 -1.1
C 0.279573 2.998259 4.625807 -1.1 0.6 0.3
N -4.065137 4.391669 2.784997 1.1 0.1 -0.5
H -3.678277 2.633429 5.666787 0.4 0.1 -0.2
H -4.036277 2.067989 4.025507 -0.1 -0.3 0.0
H -5.085527 3.238689 4.827087 0.0 0.1 -0.1
H -3.089287 4.920449 4.580897 -0.5 0.1 0.1
H -1.246837 4.386199 3.143337 -0.4 0.4 -0.7
H -1.759977 2.733069 2.980527 -0.2 -0.5 0.2
H 0.821763 3.943819 4.618657 0.9 -0.5 0.1
H 0.431403 2.451369 3.695247 -0.4 0.2 -0.4
H 0.539533 2.253739 5.378277 0.2 0.6 0.4
H -3.894557 3.606069 2.173577 -0.6 -0.7 -0.4
H -3.511937 5.073499 2.285807 -0.1 0.9 -0.2
C -0.691627 -1.276641 4.117777 0.1 -0.8 -0.2
C -1.318567 -2.590071 3.656207 -2.0 -0.6 -0.7
C -2.796237 -2.793061 4.132917 0.8 -0.4 1.7
O -2.725557 -3.214551 5.536207 -0.4 0.4 -0.3
C -3.921117 -3.818841 6.055827 0.1 0.4 -0.8
N -1.373387 -2.835151 2.182027 0.9 0.2 0.6
H 0.352233 -1.380631 3.821737 0.2 0.5 -0.1
H -0.690447 -1.232771 5.206897 -0.2 0.2 0.0
H -1.139317 -0.392181 3.664557 0.0 0.0 0.1
H -0.711267 -3.385251 4.088617 -0.2 -0.2 0.0
H -3.409447 -3.524051 3.605917 0.6 -0.5 -0.4
H -3.333367 -1.858211 3.972777 -0.1 0.5 0.5
H -4.249337 -4.582731 5.350957 -0.2 -0.2 0.0
H -4.723317 -3.093511 6.191737 -0.1 0.2 -0.2
H -3.797437 -4.290331 7.030767 0.7 0.1 -0.1
H -1.969427 -2.197621 1.673707 -0.5 0.3 0.4
H -0.473497 -2.570451 1.807557 0.4 -0.2 -0.1
C 2.029643 -4.187561 3.533757 0.1 -0.2 0.2
C 3.262793 -4.155501 2.619877 -1.2 0.9 -0.1
C 2.891023 -3.469901 1.270297 1.0 0.6 0.1
O 3.855333 -3.649591 0.221927 -0.5 0.2 -0.1
C 3.701323 -4.825471 -0.583823 0.5 0.4 0.5
N 4.331023 -3.427291 3.336227 0.2 -0.8 -0.9
H 1.861013 -3.302661 4.147447 0.3 0.6 -0.6
H 2.177063 -4.903871 4.342007 -0.2 -0.6 -0.3
H 1.134863 -4.377591 2.941017 -0.1 -0.4 0.3
H 3.615303 -5.167781 2.422067 -0.3 -0.2 -0.2
H 2.934433 -2.385341 1.370027 -0.2 0.2 0.7
H 1.880503 -3.653641 0.905337 0.0 -0.7 0.1
H 4.234273 -4.608311 -1.509523 0.1 -0.2 0.1
H 2.659883 -5.041081 -0.822613 -0.1 0.0 0.2
H 4.198403 -5.608371 -0.011053 -0.2 -0.5 -0.5
H 4.601473 -4.055321 4.079567 0.0 0.2 0.7
H 5.127743 -3.526651 2.723477 0.6 0.1 -0.3
O -0.333907 4.906639 -0.009583 -0.6 -0.4 0.4
H 0.525233 4.487039 0.035687 0.3 0.0 0.0
H -0.175397 5.728569 -0.473843 0.0 0.2 -0.2
O -0.120887 -4.462651 -0.712583 0.5 -0.4 -0.1
H -0.272757 -3.550521 -0.465223 -0.1 0.4 0.1
H -0.882137 -4.697311 -1.243303 -0.2 -0.1 -0.1
O -3.136727 1.168319 -3.350023 -0.2 1.3 0.0
H -3.488967 0.305109 -3.133163 0.4 -1.4 0.5
H -3.744907 1.519159 -4.000613 -0.1 0.3 -0.4
O 3.172133 4.484389 0.904157 0.3 -0.4 1.0
H 4.043653 4.298489 0.554697 0.2 0.4 -0.2
H 2.588363 4.400629 0.150207 0.1 0.1 -0.4
O -1.799177 2.839159 -1.345013 -0.4 0.1 -1.3
H -2.709717 2.967809 -1.079333 -0.6 -0.5 0.2
H -1.286207 3.262309 -0.656513 0.8 0.8 0.3
O 4.828883 -0.751201 2.849057 0.5 1.2 -0.4
H 4.185743 -0.568291 2.164117 -0.2 0.1 -0.1
H 4.791513 -1.700491 2.966027 -0.4 -0.6 0.5
O 3.980953 -1.180981 -1.137993 1.0 1.1 -0.1
H 3.843343 -2.038491 -0.735553 0.1 -1.0 0.6
H 3.124903 -0.942751 -1.493893 -0.6 0.1 -0.3
C 5.623263 1.586429 0.435357 -4.5 -3.2 -1.7
O 6.150573 2.259219 1.265647 3.0 4.0 3.9
N 4.325123 1.373359 0.438107 -2.1 1.5 0.0
N 6.224693 0.739559 -0.314353 3.5 -0.8 -1.3
H 4.048903 0.739599 -0.298193 -0.7 -0.3 0.0
H 3.683343 2.099369 0.722937 -0.2 0.1 0.3
H 7.184843 0.608779 -0.029543 0.3 -0.7 -0.7
H 5.612233 0.004379 -0.637633 0.3 -1.0 -0.4
C -3.945227 0.115589 0.557667 2.6 -0.5 0.9
O -3.315437 1.063579 0.175757 0.4 3.1 -1.7
N -3.476707 -1.101421 0.407387 0.3 -2.6 -1.0
N -4.871997 0.103709 1.459667 -4.5 1.2 2.8
H -2.696007 -1.214691 -0.223313 -0.3 -0.7 -0.1
H -4.182237 -1.783481 0.646377 1.0 -0.8 -0.7
H -5.174867 -0.755791 1.895127 0.0 0.3 -0.2
H -5.456257 0.907889 1.638627 0.3 0.0 0.0
C -2.168277 -2.333491 -3.626693 1.1 0.9 1.0
O -2.871557 -1.601991 -2.931233 -0.8 0.3 -0.2
N -0.869557 -2.519761 -3.434953 1.6 0.2 1.0
N -2.484047 -3.035561 -4.696163 -2.8 -0.7 -1.7
H -0.470287 -3.170951 -4.095733 1.1 0.6 0.9
H -0.401447 -2.072051 -2.660013 0.3 -0.5 -0.4
H -3.472497 -3.074961 -4.899903 0.3 -0.5 -0.4
H -1.813597 -3.724221 -5.006593 -1.0 0.0 -0.4
```
Forces are in eV/Å.

Results
Charge ... +1
2S+1 ... 7
Total energy ... -159745.231 eV
Gap between HOMO and LUMO (spin up / spin down) ... 8.5099 / 2.9663 eV

Atomic partial charges in e from the Mulliken method, atoms 1 to 99:
1 Fe 0.9723
2 C 0.5943
3 F -0.1903
4 F -0.2157
5 F -0.2098
6 S 0.7466
7 O -0.7977
8 O -0.6685
9 O -0.9463
10 C -0.5035
11 F -0.1011
12 F 0.1074
13 F -0.0206
14 S -1.1547
15 O 2.7206
16 O -0.2573
17 O 0.4801
18 C 0.1634
19 O -0.4483
20 O -0.3295
21 C 0.6105
22 F -0.2851
23 F -0.2657
24 F -0.2689
25 C -0.4814
26 C -1.0471
27 H 0.3486
28 H 0.2987
29 H 0.2860
30 H 0.3388
31 H 0.3567
32 H 0.2481
33 C -1.1207
34 C 0.2064
35 C 0.1323
36 O -0.4021
37 C -0.4169
38 N -0.7450
39 H 0.3299
40 H 0.0500
41 H 0.3670
42 H 0.3949
43 H 0.4064
44 H -0.2603
45 H 0.3567
46 H -0.0791
47 H 0.2525
48 H 0.2105
49 H 0.3349
50 C -0.8038
51 C 0.5813
52 C -0.8593
53 O -0.3476
54 C -0.7605
55 N -0.4557
56 H -0.0212
57 H 0.5147
58 H 0.0351
59 H 0.2873
60 H 0.5425
61 H 0.2548
62 H 0.3146
63 H 0.2827
64 H 0.2684
65 H 0.2454
66 H -0.0549
67 C -1.7284
68 C 0.6888
69 C 0.7542
70 O -0.4912
71 C -0.8405
72 N -0.8243
73 H 0.3962
74 H 0.4714
75 H 0.3694
76 H 0.3576
77 H -0.6148
78 H -0.0733
79 H 0.2908
80 H 0.3114
81 H 0.2934
82 H 0.2571
83 H 0.3122
84 O -0.5798
85 H 0.2065
86 H 0.3061
87 O -0.6669
88 H 0.1195
89 H 0.2726
90 O -0.3454
91 H 0.2535
92 H 0.2809
93 O -0.7052
94 H 0.3037
95 H 0.6769
96 O -0.1326
97 H 0.1838
98 H 0.0840
99 O -0.7361